[1]
ORCA calculation (wB97M-V/def2-TZVPD) on a 2-piece molecular cluster, C2Br2Cl2S overall.

Computed properties:
strongest force on any atom = 2.07 eV/A
energy above the lowest of the compared OMol25 structures with the same formula, charge and spin = 71.7 kcal/mol
E_HOMO (spin up / spin down) = -9.095 / -7.863 eV
spin multiplicity = 1
frontier orbital gap (spin up / spin down) = 8.379 / 6.520 eV

The geometry in XYZ format:
```
7
Properties=species:S:1:pos:R:3:forces:R:3
C -1.69845 -0.93003 0.93569 -1.034 -0.109 -1.004
C 1.38433 0.65185 -0.61426 -0.507 -0.579 -1.334
S -2.62685 0.24575 0.53796 -0.171 0.345 -0.049
Cl 0.90442 -0.90654 -1.42806 0.754 1.670 0.955
Cl 3.05986 0.87647 -0.25798 -0.893 -0.231 -0.216
Br -0.36915 -1.26841 2.05929 1.206 -0.233 1.099
Br 0.43084 2.17142 -1.34547 0.646 -0.864 0.549
```
Positions in Å, forces in eV/Å.

natural (NBO) population analysis, charges in e, atoms 1 to 4: -0.423, -0.216, 0.214, 0.014



[2]
ORCA calculation (wB97M-V/def2-TZVPD) on a 2-piece molecular cluster, C2Br2I2 overall.

Computed properties:
strongest force on any atom = 0.92 eV/A
energy above the lowest of the compared OMol25 structures with the same formula, charge and spin = 25.5 kcal/mol
SMILES string = BrC#CBr.II
E_HOMO = -9.239 eV
spin multiplicity = 1
frontier orbital gap = 7.556 eV

The geometry in XYZ format:
```
6
Properties=species:S:1:pos:R:3:forces:R:3
Br -1.85166 2.21336 1.22641 0.031 0.065 -0.032
C -0.66716 1.61714 0.01823 0.326 -0.791 -0.340
C 0.07662 1.02830 -0.72875 -0.222 0.817 0.257
Br 1.30953 0.49528 -1.92550 -0.123 -0.078 0.106
I 0.89532 -3.32019 -0.41129 -0.049 0.043 0.133
I 0.23735 -2.03388 1.82089 0.039 -0.056 -0.124
```
Positions in Å, forces in eV/Å.

natural (NBO) population analysis, charges in e, atoms 1 to 4: 0.203, -0.199, -0.212, 0.205



[3]
ORCA calculation (wB97M-V/def2-TZVPD) on C2Br2I4 as an isolated structure.

Computed properties:
strongest force on any atom = 1.18 eV/A
energy above the lowest of the compared OMol25 structures with the same formula, charge and spin = 51.6 kcal/mol
E_HOMO (spin up / spin down) = -8.218 / -8.538 eV
spin multiplicity = 1
frontier orbital gap (spin up / spin down) = 6.691 / 7.406 eV

The geometry in XYZ format:
```
8
Properties=species:S:1:pos:R:3:forces:R:3
C -1.15372 -1.66735 0.01223 -0.739 -0.436 0.563
C 1.27480 1.78328 -0.02245 0.342 -0.489 -0.539
Br -1.81712 0.08927 -0.09127 0.168 -0.119 0.087
Br 1.23753 3.63673 0.20401 0.000 -0.194 -0.124
I -1.48473 -2.64736 1.90271 0.309 0.497 -0.889
I -1.53344 -2.82578 -1.68543 0.247 0.110 0.234
I 1.74719 0.62730 1.64492 -0.088 0.188 -0.402
I 1.72948 1.00391 -1.96471 -0.238 0.444 1.071
```
Positions in Å, forces in eV/Å.

natural (NBO) population analysis, charges in e, atoms 1 to 4: -0.628, -0.672, 0.152, 0.159



[4]
ORCA calculation (wB97M-V/def2-TZVPD) on C2Br2IO2 as an isolated structure.

Computed properties:
strongest force on any atom = 3.26 eV/A
energy above the lowest of the compared OMol25 structures with the same formula, charge and spin = 5.0 kcal/mol
E_HOMO = -3.620 eV
spin multiplicity = 1
frontier orbital gap = 6.694 eV
net charge = -1

The geometry in XYZ format:
```
7
Properties=species:S:1:pos:R:3:forces:R:3
C -0.96837 0.54732 2.19842 2.842 0.680 -1.447
C 1.31046 -0.20346 -1.63318 0.476 0.227 1.031
O -2.05131 0.20978 2.19564 -3.011 -0.870 0.667
O 0.13022 0.87865 2.05237 0.184 0.349 0.907
Br 1.03099 -1.17901 -3.29817 -0.162 -0.673 -0.401
Br 0.89049 -1.49638 0.04684 0.040 -0.013 -0.808
I -0.34248 1.24311 -1.56191 -0.370 0.300 0.051
```
Positions in Å, forces in eV/Å.

natural (NBO) population analysis, charges in e, atoms 1 to 4: 1.025, -0.542, -0.525, -0.504



[5]
ORCA calculation (wB97M-V/def2-TZVPD) on a 2-piece molecular cluster, C2Br2N2O2 overall.

Computed properties:
strongest force on any atom = 3.39 eV/A
energy above the lowest of the compared OMol25 structures with the same formula, charge and spin = 26.3 kcal/mol
E_HOMO (spin up / spin down) = -9.738 / -9.737 eV
spin multiplicity = 1
frontier orbital gap (spin up / spin down) = 7.634 / 7.634 eV

The geometry in XYZ format:
```
8
Properties=species:S:1:pos:R:3:forces:R:3
C -2.64390 0.12204 -0.32960 -1.108 0.594 0.092
C 1.18025 0.26737 0.78532 -0.873 1.905 1.913
N -1.57195 -0.27103 -0.31766 0.766 -0.326 0.093
N 1.46511 -0.21306 -0.30649 1.543 -1.596 -2.561
O 1.14353 -0.53120 -1.41438 -0.687 -0.430 -0.362
O 0.98303 0.38992 1.91830 -0.195 -0.281 0.582
Br 2.76237 1.64920 -0.30222 0.210 0.355 0.308
Br -4.30274 0.82951 -0.28597 0.344 -0.222 -0.064
```
Positions in Å, forces in eV/Å.

natural (NBO) population analysis, charges in e, atoms 1 to 4: 0.121, 0.766, -0.346, 0.047



[6]
ORCA calculation (wB97M-V/def2-TZVPD) on a 2-piece molecular cluster, C2Br2N2P overall.

Computed properties:
strongest force on any atom = 7.58 eV/A
energy above the lowest of the compared OMol25 structures with the same formula, charge and spin = 11.8 kcal/mol
E_HOMO = -15.465 eV
spin multiplicity = 1
frontier orbital gap = 6.183 eV
net charge = +1

The geometry in XYZ format:
```
7
Properties=species:S:1:pos:R:3:forces:R:3
C -0.24319 1.90514 -1.24425 -0.996 1.943 1.042
C 0.10592 -1.71756 2.15526 0.463 7.205 -2.307
N -0.64267 2.88428 -0.72502 0.722 -1.998 -1.119
N 0.15904 -2.77380 2.47435 -0.049 -6.072 1.805
P 0.78706 0.61661 -1.79650 -0.479 -1.258 -0.175
Br 0.37883 0.03234 1.62373 -0.342 -1.022 0.262
Br -0.54499 -0.94700 -2.48757 0.681 1.202 0.493
```
Positions in Å, forces in eV/Å.

natural (NBO) population analysis, charges in e, atoms 1 to 4: -0.295, 0.104, 0.017, -0.226



[7]
ORCA calculation (wB97M-V/def2-TZVPD) on C2Br3Cl3 as an isolated structure.

Computed properties:
strongest force on any atom = 3.15 eV/A
E_HOMO = -10.299 eV
spin multiplicity = 1
frontier orbital gap = 9.880 eV

The geometry in XYZ format:
```
8
Properties=species:S:1:pos:R:3:forces:R:3
C 0.64633 0.20465 -0.34614 -1.366 -0.930 -0.394
C -0.61183 -0.43412 0.38751 -0.458 -1.776 -2.566
Cl 0.55885 1.79799 0.21727 0.965 2.439 0.238
Cl 0.24741 0.18523 -2.08708 0.924 -0.233 0.164
Cl -0.45968 -0.32571 2.03376 0.229 -0.523 2.275
Br 2.40035 -0.58097 0.13492 -1.131 0.095 -0.454
Br -2.32267 0.46288 -0.12256 0.611 -0.421 0.006
Br -0.80280 -2.38974 -0.28194 0.225 1.349 0.732
```
Positions in Å, forces in eV/Å.

natural (NBO) population analysis, charges in e, atoms 1 to 4: -0.274, -0.273, 0.084, 0.051



[8]
ORCA calculation (wB97M-V/def2-TZVPD) on C2Br3F as an isolated structure.

Computed properties:
strongest force on any atom = 5.21 eV/A
energy above the lowest of the compared OMol25 structures with the same formula, charge and spin = 36.7 kcal/mol
E_HOMO = -9.969 eV
spin multiplicity = 1
frontier orbital gap = 9.319 eV

The geometry in XYZ format:
```
6
Properties=species:S:1:pos:R:3:forces:R:3
C 0.20871 0.63722 -0.07731 -1.982 1.738 4.488
C -0.06176 -0.64402 0.00644 -0.031 -0.514 -0.618
F -0.38849 1.33983 1.47408 1.781 -1.365 -4.061
Br 0.78764 1.89994 -1.25308 -0.182 -0.373 0.516
Br 0.25108 -1.61167 -1.59555 0.049 -0.088 0.227
Br -0.79719 -1.62130 1.44542 0.364 0.602 -0.552
```
Positions in Å, forces in eV/Å.

natural (NBO) population analysis, charges in e, atoms 1 to 4: 0.165, -0.313, -0.461, 0.266